[1]
Here is a molecular structure, C29H43AsGeIrN9O7S2Si3 from the Open Molecules 2025 dataset. Energies are from ωB97M-V with the def2-TZVPD basis set.

The geometry in XYZ format:
```
96
C29H43AsGeIrN9O7S2Si3, DFT ωB97M-V with the def2-TZVPD basis set
Ir 0.65205 -0.44110 -0.67961
N 3.07974 1.34454 0.73505
C 3.44120 0.47373 -0.25985
N 4.68994 0.16860 -0.54606
N 4.60485 -0.62577 -1.62711
N 3.38071 -0.78789 -1.97498
N 2.58830 -0.09917 -1.12442
C 1.80211 1.79679 0.88995
N 1.41248 2.70812 1.76178
N 0.13354 2.94367 1.45281
N -0.22244 2.22573 0.45241
N 0.81467 1.46124 0.05409
H 3.76008 1.56378 1.44168
O -2.54761 -0.05850 2.32440
As -2.34048 -1.21911 1.04847
O -3.80725 -1.70488 0.53993
O -1.47977 -0.39755 -0.21470
C -1.39213 -2.74814 1.76088
C -2.11967 -3.93424 1.67670
C -1.57277 -5.11924 2.14147
C -0.28415 -5.13296 2.66513
C 0.44704 -3.95969 2.72915
C -0.11987 -2.76415 2.30161
S 0.88689 -1.29754 2.37418
O 1.63143 -1.32439 1.09822
O 1.70500 -1.41524 3.55206
O -0.06115 -0.18731 2.39086
H -1.65428 0.22080 2.59575
H -3.11146 -3.89923 1.24479
H -2.14892 -6.03472 2.08196
H 0.15387 -6.05871 3.01814
H 1.44918 -3.94535 3.13795
O -0.91476 -3.16308 -1.12840
S 0.44568 -2.67811 -1.41858
C 0.74732 -3.13680 -3.13834
C -0.19125 -3.98069 -3.71002
C 0.01973 -4.44775 -4.99951
C 1.16170 -4.07943 -5.69563
C 2.10127 -3.24825 -5.10010
C 1.90454 -2.77582 -3.81141
C 1.58215 -3.84927 -0.66681
C 2.93976 -3.59837 -0.54958
C 3.74746 -4.57405 0.01056
C 3.19888 -5.77518 0.44361
C 1.83636 -6.00157 0.32369
C 1.01382 -5.03081 -0.22963
H -1.07024 -4.25837 -3.14566
H -0.71305 -5.09990 -5.45737
H 1.32211 -4.44373 -6.70278
H 2.99594 -2.96323 -5.63864
H 2.62954 -2.12637 -3.34001
H 3.36599 -2.66173 -0.87532
H 4.80740 -4.38479 0.11835
H 3.83602 -6.53028 0.88697
H 1.40305 -6.92957 0.67505
H -0.05578 -5.17086 -0.30578
C -4.55127 -0.15934 -2.13190
Si -3.00758 -0.35864 -3.16926
C -2.81221 -2.18816 -3.49858
C -3.21350 0.48722 -4.84563
Ge -1.10731 0.58561 -1.97564
Si -1.83620 2.84925 -0.95727
C -2.98331 3.14586 -2.48451
C -0.93512 4.50861 -0.97973
C -3.08004 2.70047 0.42811
Si 0.37504 1.91837 -3.67094
C -0.33874 3.09467 -4.95478
C 0.99015 0.37889 -4.55885
C 1.83601 2.78735 -2.88468
H -5.34434 -0.72064 -2.63903
H -4.89177 0.86877 -2.02153
H -4.41642 -0.60311 -1.14165
H -3.76919 -2.59068 -3.84498
H -2.52065 -2.71636 -2.59154
H -2.06309 -2.37180 -4.27247
H -3.55062 -0.25547 -5.57386
H -2.28034 0.91092 -5.21857
H -3.95136 1.29002 -4.80609
H -2.42629 3.17310 -3.42189
H -3.46376 4.12234 -2.35201
H -3.77664 2.40885 -2.58930
H -0.01107 4.47231 -1.55882
H -0.67123 4.82255 0.02925
H -1.58430 5.25909 -1.43554
H -3.91862 3.36600 0.20299
H -2.65281 2.97535 1.39270
H -3.47145 1.68674 0.51962
H -1.15794 2.67235 -5.53581
H 0.48426 3.31671 -5.64369
H -0.67555 4.03740 -4.52153
H 0.17665 -0.29274 -4.84726
H 1.67403 -0.17448 -3.91240
H 1.52818 0.66657 -5.46903
H 1.61942 3.82564 -2.63570
H 2.65983 2.78040 -3.60639
H 2.17416 2.27399 -1.98670
```

The energy is -224014.5998 eV. Its energy above the lowest of the compared OMol25 structures with the same formula, charge and spin is 0.699 eV. As for the charge: -1. The calculation puts the HOMO energy (alpha / beta) at -4.87 / -5.35 eV. The calculation puts the HOMO-LUMO gap (alpha / beta) at 7.089 / 5.987 eV. Its spin multiplicity is 2. As for the expectation value of S²: 0.75.

[2]
Here is a molecular structure, C29H43BeCl2F5N3O5Si from the Open Molecules 2025 dataset. Energies are from ωB97M-V with the def2-TZVPD basis set.

The geometry in XYZ format:
```
89
C29H43BeCl2F5N3O5Si, DFT ωB97M-V with the def2-TZVPD basis set
C -1.10416 -0.33415 -4.09742
C -0.73674 -1.52863 -3.27574
H -0.26327 -0.02703 -4.73490
H -1.36572 0.49018 -3.42178
H -1.96151 -0.52550 -4.76312
C -0.17082 -2.63896 -3.78315
C 0.22300 -2.77332 -5.20913
H -0.03044 -3.52292 -3.15601
H 0.33874 -1.78667 -5.66766
H -0.50830 -3.33741 -5.80096
H 1.16491 -3.32229 -5.29412
Be -1.03590 0.58233 -0.20996
Cl -2.46172 1.96013 -0.65745
C 1.00957 -2.14418 2.56481
O 2.08603 -1.55392 2.40132
N 0.85817 -3.25598 3.31632
C 2.04030 -3.90035 3.85926
C -0.41992 -3.95260 3.40842
H 0.06205 -1.80236 2.11130
H 2.85720 -3.17603 3.82706
H 2.31031 -4.78632 3.26676
H 1.84655 -4.21588 4.88944
H -1.23164 -3.26781 3.12518
H -0.58336 -4.30363 4.43718
H -0.45331 -4.82419 2.73509
H 1.03598 1.20676 4.14297
H 0.14522 3.65579 4.29782
C 1.47307 1.51640 3.17946
C 0.49241 3.81210 3.26840
N 0.62391 2.54165 2.56898
H 1.59897 0.65122 2.51920
C 0.02214 2.32422 1.40228
O 0.17073 1.25926 0.74502
H -0.21000 4.44748 2.71731
H -0.64993 3.11062 1.03435
H 2.46026 1.94854 3.38151
H 1.46076 4.32533 3.30902
H 1.97648 -0.09999 -3.14387
H 2.62843 -2.45962 -2.83664
C 2.53996 0.24005 -2.26766
C 3.33648 -2.11092 -2.07080
N 2.83974 -0.89653 -1.41592
H 1.92602 0.94804 -1.69779
C 3.24195 -0.59885 -0.12244
O 3.33473 0.54120 0.31457
H 3.44912 -2.89784 -1.31271
H 3.49822 -1.49890 0.47701
H 3.47633 0.72330 -2.59328
H 4.30322 -1.93715 -2.57467
O -0.33195 -0.22496 -1.36047
C -1.00511 -1.35092 -1.79036
C 0.58114 -2.98793 -0.62240
C -0.71172 -2.60082 -0.95118
H 1.37744 -2.25366 -0.75642
C 0.81729 -4.28053 -0.14127
H -2.10498 -1.18681 -1.73903
C -1.79502 -3.39771 -0.61246
H 1.84188 -4.60594 0.06296
C -0.26756 -5.13097 0.07809
C -1.57247 -4.66991 -0.10252
H -2.78939 -2.97919 -0.76620
H -0.10184 -6.14478 0.44085
H -2.42733 -5.29123 0.14686
Si 0.00655 5.09760 -1.99007
Cl -0.17569 3.12836 -2.66461
C 1.83899 5.23212 -1.62908
C -1.04157 5.55456 -0.48488
C -0.50692 6.24886 -3.41281
H 2.24859 4.24585 -1.37183
H 2.04571 5.91276 -0.79467
H 2.35995 5.60489 -2.52196
H 0.25280 6.22420 -4.21317
H -0.61566 7.30387 -3.10343
H -1.47196 5.93794 -3.84784
H -1.32452 4.68003 0.12512
H -1.97955 6.03610 -0.81423
H -0.49057 6.26633 0.15579
F -4.96233 2.02808 4.28523
C -4.17571 1.30015 3.47287
C -4.59225 1.02979 2.16173
F -5.77207 1.49293 1.70147
C -3.80579 0.25290 1.33833
F -4.22077 -0.16243 0.12764
C -2.49654 -0.13178 1.73944
O -1.63495 -0.53194 0.86799
C -2.14757 0.08575 3.09064
F -0.97386 -0.41175 3.55532
C -2.95108 0.81736 3.93630
F -2.56782 1.05816 5.21134
```

The energy is -92398.1524 eV. Its energy above the lowest of the compared OMol25 structures with the same formula, charge and spin is 0.000 eV. As for the charge: -1. The calculation puts the HOMO energy at -5.07 eV. The calculation puts the HOMO-LUMO gap at 7.604 eV.

[3]
Here is a molecular structure, C29H43F4Sn from the Open Molecules 2025 dataset. Energies are from ωB97M-V with the def2-TZVPD basis set.

The geometry in XYZ format:
```
77
C29H43F4Sn, DFT ωB97M-V with the def2-TZVPD basis set
C 3.67562 -0.64798 -1.06699
C 3.25840 -0.42982 0.39847
C 1.80524 -0.33061 0.47517
C 1.14834 0.64278 1.30518
Sn -0.75282 -0.48766 1.66143
C -2.01048 0.03437 -0.00906
C -2.32228 -1.19135 -0.89533
C -3.80032 -1.60893 -0.85120
C -4.12447 -2.84153 -1.69715
C 0.02185 -2.50944 1.63404
C 1.11391 -2.66629 2.72083
C 0.72187 -3.77212 3.71372
C 1.75920 -4.04592 4.80229
C -1.45260 0.14471 3.59875
C -2.67615 -0.68974 4.03296
C -3.90143 -0.49657 3.12520
C -5.10118 -1.31433 3.58196
H -2.40190 -1.76154 4.03108
H 4.68198 -1.06159 -1.18142
H 2.97667 -1.26592 -1.63271
H 3.68494 0.31309 -1.57380
H 3.55762 -1.26094 1.06781
H 3.73951 0.49314 0.76644
H 1.75233 3.69112 -1.26927
H 1.29928 -0.60141 -0.46086
H 1.50600 0.89692 2.33873
H 0.75499 1.53691 0.76059
H -2.92287 0.49555 0.39481
H -1.45050 0.79427 -0.57084
H -2.03867 -0.98917 -1.94720
H -1.69350 -2.04729 -0.58824
H -4.09924 -1.78703 0.19204
H -4.39904 -0.75275 -1.19020
H -5.20027 -3.04607 -1.70836
H -3.80191 -2.69107 -2.73194
H -3.61755 -3.72806 -1.30096
H -0.79957 -3.23046 1.74968
H 0.45334 -2.59617 0.62910
H 2.09409 -2.89413 2.25493
H 1.27213 -1.71034 3.26032
H -0.23697 -3.49609 4.17823
H 0.53185 -4.68164 3.12675
H 1.43574 -4.87463 5.44177
H 2.72446 -4.31713 4.35943
H 1.89509 -3.16250 5.43788
H -0.63020 0.00203 4.31577
H -1.69392 1.22018 3.54447
H -2.93036 -0.44267 5.08278
H -4.15339 0.57258 3.08489
H -3.63830 -0.76889 2.09211
H -5.95889 -1.16776 2.92271
H -4.86152 -2.38274 3.60004
H -5.39544 -1.00933 4.58952
F 4.91973 1.10688 -5.25457
C 4.63403 2.11487 -4.35321
C 5.73479 2.80836 -3.86570
C 5.40600 3.72963 -2.87254
F 6.44530 4.40401 -2.27676
C 4.10865 3.99640 -2.45794
C 3.00587 3.28605 -2.96287
C 1.65856 3.69861 -2.36253
C 0.32792 3.06161 -2.81146
C -0.81898 3.80501 -2.49506
C -2.08769 3.41197 -2.92961
F -3.17352 4.17829 -2.56398
C -2.32846 2.31972 -3.74956
C -1.20670 1.51902 -3.93671
F -1.41793 0.34088 -4.63209
C 0.10417 1.85450 -3.51372
C 3.28943 2.35545 -3.99260
H 6.76079 2.62520 -4.19172
H 3.92991 4.74037 -1.68564
H 1.56540 4.81386 -2.43792
H -0.73250 4.69701 -1.87519
H -3.31850 2.10651 -4.15780
H 0.89615 1.13599 -3.70816
H 2.49881 1.81178 -4.50906
```

The energy is -47468.0513 eV. Its energy above the lowest of the compared OMol25 structures with the same formula, charge and spin is 2.797 eV. As for the charge: -1. The calculation puts the HOMO energy at -0.45 eV. The calculation puts the HOMO-LUMO gap at 3.054 eV.